# 1
17
Properties=species:S:1:pos:R:3:forces:R:3:mulliken_charge:R:1 method="wB97M-V/def2-TZVPD" orbital_gap_ha=0.115 e_homo_ha=-0.13247 lumo_ev=-0.5 largest_force_ev_per_a=5.09 e_tot_ev=-11364.8219 charge=-1 de_lowest_kcal_mol=146.3
C -1.91028 -0.61799 0.04210 4.08 -2.62 -1.55 -0.37
N -1.40936 -1.30100 1.10218 -1.34 0.55 0.08 -0.56
C 5.38261 0.43296 0.11560 -0.33 -0.05 -0.27 0.07
O 5.74560 0.09764 -1.03021 0.22 0.01 -0.03 -0.64
O 6.00028 0.98503 1.04260 0.20 0.07 0.15 -0.63
C -3.35942 0.14525 0.24782 -2.84 1.73 0.85 -0.34
N -4.08368 0.40508 -0.86222 0.48 -0.22 1.46 -0.40
C -5.44240 -0.06939 -0.76287 -0.25 0.19 -0.89 -0.78
H -2.13158 -1.33693 -0.75655 -0.65 -0.04 0.32 0.30
H -1.14527 0.00658 -0.44001 -0.69 1.14 0.35 0.33
H -0.86723 -0.68376 1.71472 -0.03 0.05 -0.18 0.25
H 4.29505 0.20426 0.32556 -0.11 -0.02 0.15 0.20
H -3.07265 1.09396 0.72615 0.89 -0.27 -0.29 0.27
H -3.85975 -0.46187 1.02115 -0.03 -0.01 -0.10 0.37
H -5.91400 0.19981 -1.71131 -0.20 -0.69 -0.01 0.29
H -5.54247 -1.12703 -0.48333 0.13 -0.09 -0.37 0.33
H -6.05614 0.45248 -0.01724 0.45 0.26 0.31 0.31

=====

# 2
17
Properties=species:S:1:pos:R:3:forces:R:3:mulliken_charge:R:1 method="wB97M-V/def2-TZVPD" orbital_gap_ha=0.280 e_homo_ha=-0.14157 lumo_ev=3.8 largest_force_ev_per_a=5.81 e_tot_ev=-11365.1545 charge=-1 de_lowest_kcal_mol=138.6
C -1.13242 0.29928 -0.90842 2.73 -1.41 0.31 -1.35
C -1.47583 -0.55661 2.52269 0.32 3.08 4.92 -0.68
C -0.61616 -0.70384 0.17199 -1.37 1.49 0.10 -0.28
C -0.80147 -0.05947 1.52383 0.61 0.58 -2.07 -0.16
N 2.37224 1.17001 -0.06574 -0.54 0.00 2.12 -0.69
N 2.63804 0.95761 -1.14288 -0.54 0.45 2.00 1.03
O 2.06203 -0.69895 -1.63294 0.11 -0.02 -0.72 -0.80
O 3.13645 1.48205 -2.10433 1.00 0.09 -2.97 -0.74
H -0.63721 1.24996 -0.87920 0.54 0.49 0.26 0.36
H -2.14729 0.48152 -0.90675 -2.37 0.03 0.09 0.49
H -0.78286 -0.19294 -1.79591 -0.26 0.13 -1.00 0.26
H 2.07799 -0.39182 -2.54148 -0.10 -0.54 -0.44 0.23
H -1.54594 0.02626 3.61892 0.15 -0.98 -3.11 0.15
H -1.84112 -1.50161 2.72033 -0.65 -2.12 -0.61 0.34
H -1.23234 -1.57330 0.07777 -0.40 -0.84 0.14 0.33
H 0.38203 -0.97626 -0.10744 0.79 0.16 0.14 0.26
H -0.45614 0.98811 1.44957 -0.01 -0.59 0.83 0.25

=====

# 3
17
Properties=species:S:1:pos:R:3:forces:R:3:mulliken_charge:R:1 method="wB97M-V/def2-TZVPD" orbital_gap_ha=0.286 smiles="NCCNCC(=O)[O-]" e_homo_ha=-0.13623 lumo_ev=4.1 largest_force_ev_per_a=0.58 e_tot_ev=-11370.2618 charge=-1 de_lowest_kcal_mol=20.8
N -0.55181 1.17217 1.80702 -0.07 0.22 0.35 -0.70
C -1.10061 -0.09166 1.33254 0.27 -0.14 -0.18 -0.54
C -0.01442 -0.95276 0.66651 -0.05 0.45 0.37 -0.60
N 1.01337 -0.15603 0.02709 0.07 -0.22 -0.19 -0.28
C 1.13721 -0.32887 -1.41756 -0.34 0.35 -0.01 -0.51
C 0.10921 0.57594 -2.13327 -0.04 0.24 -0.35 0.48
O 0.57000 1.41177 -2.94968 -0.21 -0.30 0.22 -0.77
O -1.08515 0.37183 -1.79984 0.10 0.09 -0.05 -0.69
H -0.28926 1.73482 1.00841 0.19 -0.11 -0.18 0.26
H -1.29750 1.67438 2.27064 -0.05 0.13 0.07 0.22
H -1.90486 0.04219 0.61818 -0.24 0.07 -0.19 0.25
H -1.46867 -0.62041 2.20663 -0.26 -0.22 0.17 0.40
H 0.39937 -1.62239 1.41870 0.35 -0.07 0.24 0.51
H -0.49126 -1.57664 -0.07086 -0.25 -0.25 -0.37 0.22
H 1.89635 -0.22974 0.49799 0.12 -0.11 0.03 0.20
H 2.12343 -0.04359 -1.74809 0.41 0.14 0.04 0.32
H 0.95462 -1.36100 -1.73443 -0.01 -0.27 0.03 0.24

=====

# 4
17
Properties=species:S:1:pos:R:3:forces:R:3:mulliken_charge:R:1 method="wB97M-V/def2-TZVPD" orbital_gap_ha="0.381 / 0.293" spin_multiplicity=2 e_homo_ha="-0.35807 / -0.35688" lumo_ev="0.6 / -1.7" largest_force_ev_per_a=5.21 e_tot_ev=-11364.6033 charge=0 de_lowest_kcal_mol=64.7
C -0.39048 -2.13815 0.32446 -0.05 0.72 -1.35 -0.62
O -1.29818 -1.87745 1.28915 -0.29 -0.29 -0.11 -0.36
C 0.48056 -0.92692 -0.04408 0.87 -0.37 0.90 0.46
C -0.35610 0.21489 -0.61092 -0.58 -0.01 1.40 -1.00
C 0.25358 1.63493 -0.64661 -0.36 -3.77 -3.58 0.39
N -0.90616 2.54343 -0.82068 2.82 -1.55 1.03 -0.56
O 1.41848 1.82442 -0.46715 0.84 1.40 -0.27 -0.59
N 1.19610 -0.54746 1.19550 -0.17 0.89 -0.28 -0.83
H 0.17806 -3.04520 0.55090 0.27 0.01 0.28 0.41
H -0.86406 -2.41789 -0.65522 -0.51 -0.13 0.67 0.31
H 1.22676 -1.32577 -0.73789 0.04 0.36 -0.14 0.34
H -0.93270 -0.04236 -1.49671 0.26 0.22 -0.30 0.42
H -1.12547 0.35563 0.17042 -0.24 -0.28 -0.28 0.38
H -0.54603 2.21143 0.18574 -3.27 3.44 1.10 0.34
H -0.48374 3.42729 -1.12151 0.00 0.26 0.97 0.33
H 1.63329 0.34884 0.99230 0.62 -0.32 -0.05 0.32
H 0.51608 -0.23967 1.89230 -0.25 -0.59 0.02 0.27